Record 1
This record from OMol25 describes a structure of composition C14H26Cl18 in a non-equilibrium geometry. The level of theory is ωB97M-V with the def2-TZVPD basis set.

Its LUMO energy is 0.414 eV. As for the net charge: 0. The calculation puts the gap between HOMO and LUMO at 10.80 eV. The highest occupied orbital energy comes out at -0.382 Ha. The calculation puts the energy above the lowest of the compared OMol25 structures with the same formula, charge and spin at 28.8 kcal/mol. The calculation puts the largest force on an atom at 2.21 eV/Å.

```
58
C14H26Cl18 (ωB97M-V with the def2-TZVPD basis set)
Cl 0.20911 -4.39716 2.05940
C 1.16034 -4.14547 0.53502
C 0.56217 -5.01294 -0.56650
Cl 1.45062 -4.78399 -2.09885
H 2.18748 -4.41710 0.77854
H 1.18898 -3.09197 0.25680
H -0.45970 -4.78154 -0.86704
H 0.68748 -6.06339 -0.30389
Cl 0.38543 6.87544 -2.23272
C 0.84829 5.26694 -1.61238
C 2.38546 5.14357 -1.74435
Cl 2.84565 3.66098 -0.95424
H 0.37773 4.42539 -2.12080
H 0.52247 5.28357 -0.57235
H 2.90811 5.96257 -1.25022
H 2.65608 5.09076 -2.79890
Cl -0.13976 2.53654 0.42622
C -0.68792 0.87092 0.25432
C -0.35852 0.35244 -1.22555
Cl -0.33903 -1.45339 -1.34823
H -1.72644 0.78841 0.57489
H -0.23068 0.26196 1.03421
H 0.65853 0.67666 -1.44603
H -1.10275 0.78749 -1.89260
Cl -0.36870 -1.18113 3.21591
C -0.85385 -2.04327 4.66884
C -0.56218 -1.24412 5.97020
Cl -0.97078 -2.22836 7.38968
H -0.32446 -2.99451 4.61407
H -1.90007 -2.33638 4.58147
H -1.23778 -0.38878 5.97464
H 0.46177 -0.89322 6.09867
Cl -4.82455 -3.48376 -0.98271
C -4.43149 -3.94185 0.68023
C -3.14893 -3.15602 1.09081
Cl -3.38612 -1.38013 1.18719
H -4.39571 -5.03027 0.72683
H -5.27687 -3.71864 1.33107
H -2.26564 -3.50628 0.55674
H -2.88181 -3.47141 2.09941
Cl 5.63223 0.70880 0.05489
C 4.84813 0.29340 1.68453
C 3.38509 0.67162 1.64187
Cl 2.57794 -0.63252 0.64972
H 5.38786 0.80619 2.48067
H 5.05070 -0.76592 1.84235
H 3.26263 1.63051 1.13825
H 2.80229 0.75607 2.55910
C -3.26935 4.20610 -3.56904
Cl -1.93458 4.34489 -4.70354
Cl -3.33107 5.63260 -2.49506
Cl -3.16373 2.69586 -2.56515
H -4.19294 4.28218 -4.14288
C 0.79645 1.37990 -5.41518
Cl 0.59765 2.26338 -3.92873
Cl -0.90818 1.31973 -6.00914
Cl 1.36151 -0.31448 -5.20694
H 1.47545 1.88315 -6.10351
```

Record 2
This record from OMol25 describes a structure of composition C14H26Cl4CuMgO8 in a non-equilibrium geometry. The level of theory is ωB97M-V with the def2-TZVPD basis set.

Its LUMO energy (spin up / spin down) is -10.059 / -11.711 eV. As for the net charge: +2. As for the spin multiplicity: 2. The calculation puts the gap between HOMO and LUMO (spin up / spin down) at 4.77 / 3.11 eV. The highest occupied orbital energy (spin up / spin down) comes out at -0.545 / -0.545 Ha. The expectation value of S² is 0.77. The calculation puts the largest force on an atom at 4.31 eV/Å.

```
54
C14H26Cl4CuMgO8 (ωB97M-V with the def2-TZVPD basis set)
Mg -0.23126 2.51837 0.26643
Cu 2.03045 0.93388 -1.52290
C -0.45770 -0.71453 0.26143
O -0.01963 0.48456 -0.28889
H -1.34255 -0.39919 0.81433
H -0.63810 -1.43409 -0.53719
H 0.30579 -1.20854 0.86237
C 1.48895 4.05845 -1.72099
O 1.35952 2.96582 -0.88194
H 0.57516 4.62314 -1.90595
H 2.39500 4.63507 -1.53474
H 1.77542 3.49638 -2.60987
C 3.83508 -1.61862 4.26833
C 2.91434 -0.60165 3.60265
C 3.51227 0.80649 3.61525
O 3.80510 1.07132 2.25438
C 3.20035 0.15012 1.48881
O 3.08792 0.23712 0.29569
O 2.84519 -0.91167 2.23772
H 4.82405 -1.58074 3.81161
H 3.43745 -2.62181 4.11472
H 3.90133 -1.37007 5.32755
H 1.95076 -0.56839 4.11109
H 4.34793 0.86100 4.31297
H 2.71788 1.43903 4.01141
C -3.14432 3.08984 -4.28388
C -2.00266 2.03856 -3.73555
C -2.50344 0.84570 -2.94664
O -1.95837 -0.23232 -3.59700
C -1.39143 0.13154 -4.71913
O -0.98624 -0.59578 -5.58803
O -1.42806 1.43141 -4.84934
H -3.70845 3.18965 -3.35658
H -3.91573 2.72507 -4.96209
H -2.73504 4.03804 -4.63246
H -1.28625 2.56710 -3.10666
H -3.59144 0.89235 -2.89984
H -2.19949 1.05950 -1.92195
Cl 0.45766 -5.51343 -1.32063
C 1.35816 -4.10137 -1.73397
C 1.81009 -3.45560 -0.44952
Cl 3.08305 -4.19858 0.40093
H 0.73466 -3.48295 -2.37966
H 2.21796 -4.39265 -2.33728
H 1.04841 -3.42125 0.32943
H 2.03220 -2.40151 -0.61583
Cl -5.34851 0.79687 2.13545
C -4.01829 -0.39697 2.30489
C -4.09426 -0.96089 3.74994
Cl -5.50982 -2.04680 3.96931
H -3.08645 0.04625 1.95371
H -4.20976 -1.15131 1.54173
H -4.03532 -0.17168 4.49945
H -3.20951 -1.58031 3.89703
```

Record 3
This record from OMol25 describes the ion C14H26F4N3O with charge +1 in a non-equilibrium geometry. The level of theory is ωB97M-V with the def2-TZVPD basis set.

The SMILES is CCN[C@H]1C[N@H+](NCC)[C@H](CCC(F)=C(F)F)[C@H]([C@@H](C)F)O1. Its LUMO energy is -3.092 eV. As for the net charge: +1. The calculation puts the gap between HOMO and LUMO at 8.46 eV. The highest occupied orbital energy comes out at -0.424 Ha. The calculation puts the largest force on an atom at 3.61 eV/Å.

```
48
C14H26F4N3O (ωB97M-V with the def2-TZVPD basis set)
C 3.67030 1.63324 1.40849
C 4.03394 1.12080 -0.08850
N 3.71205 -0.30646 -0.30218
C 2.34023 -0.59704 -0.72749
C 1.55971 -1.22338 0.53854
N 0.07635 -0.95003 0.52704
N -0.63651 -1.59191 -0.49835
C -1.21062 -2.88627 0.01311
C -1.42694 -3.96138 -1.17646
C -0.05524 0.56880 0.49966
C -1.58369 0.97286 0.63407
C -2.28370 0.38430 1.97747
C -3.60975 1.20276 2.22482
F -3.83732 1.88864 3.43827
C -4.57805 1.26457 1.20326
F -5.25997 0.17158 0.69723
F -4.91192 2.51996 0.65778
C 0.76977 1.25740 -0.66674
C -0.09294 2.08510 -1.74359
C -1.08500 1.17822 -2.62103
F -0.69159 3.25904 -1.21382
O 1.63473 0.41580 -1.44766
H 2.89819 0.98331 1.92162
H 4.62289 1.55639 2.03541
H 3.33818 2.71472 1.43469
H 5.17823 1.19697 -0.13086
H 3.66546 1.84068 -0.88625
H 4.42191 -0.68863 -0.93180
H 2.43126 -1.48022 -1.45809
H 2.00939 -0.93731 1.54032
H 1.66272 -2.36517 0.47965
H -0.28050 -1.34521 1.42160
H -0.05184 -1.83578 -1.30565
H -0.50674 -3.40743 0.75784
H -2.24456 -2.74315 0.48036
H -0.46485 -4.58169 -1.19228
H -2.24148 -4.69792 -0.86069
H -1.64766 -3.46632 -2.16904
H 0.43394 0.89594 1.48766
H -1.76060 2.10080 0.70442
H -2.20058 0.53461 -0.22205
H -1.59919 0.58687 2.87129
H -2.43577 -0.74483 1.90664
H 1.44593 2.04785 -0.17741
H 0.68912 2.45789 -2.49623
H -0.69495 0.11682 -2.60488
H -1.04040 1.58817 -3.68810
H -2.16195 1.26603 -2.25208
```

Record 4
This record from OMol25 describes a structure of composition C14H26F6MnN3O7P in a non-equilibrium geometry. The level of theory is ωB97M-V with the def2-TZVPD basis set.

Its LUMO energy (spin up / spin down) is 0.132 / 0.141 eV. As for the net charge: 0. As for the spin multiplicity: 2. The calculation puts the gap between HOMO and LUMO (spin up / spin down) at 8.84 / 8.60 eV. The highest occupied orbital energy (spin up / spin down) comes out at -0.320 / -0.311 Ha. The calculation puts the energy above the lowest of the compared OMol25 structures with the same formula, charge and spin at 9.9 kcal/mol. The expectation value of S² is 0.98. The calculation puts the largest force on an atom at 1.75 eV/Å.

```
58
C14H26F6MnN3O7P (ωB97M-V with the def2-TZVPD basis set)
Mn -0.49030 1.51508 0.70746
O 2.70570 3.42378 1.91446
C 1.92050 2.36728 2.12076
O 1.66600 1.52258 1.25856
C 1.17600 2.35658 3.43936
O -0.21320 2.21718 3.12466
C -0.87980 3.47758 2.99916
C -0.36970 4.29308 1.75046
O -0.20270 5.48798 1.85966
O -0.14510 3.57008 0.72986
H 2.89900 3.52988 0.96966
H 1.36900 3.28318 3.98886
H 1.43800 1.48168 4.04506
H -0.75230 4.06718 3.91506
H -1.93650 3.23908 2.83736
C -3.33730 -0.21722 -1.21064
C -3.31850 0.50958 0.15086
O -2.42850 1.50868 0.22366
C -4.74640 1.08168 0.39176
F -5.68770 0.11648 0.40566
F -4.86300 1.75628 1.53586
F -5.08670 1.91598 -0.59074
C -3.03690 -0.52452 1.30936
F -3.92910 -0.51762 2.30046
F -1.83930 -0.24432 1.90106
F -2.94190 -1.79512 0.90256
H -3.61690 0.50228 -1.97764
H -4.04670 -1.04032 -1.21054
H -2.32990 -0.57342 -1.40874
C 0.70140 -2.48402 -3.41074
N 0.21450 -2.15792 -2.09574
C -0.78070 -3.06802 -1.56674
P 1.00950 -1.20642 -0.96934
O -0.00830 -0.44302 -0.20814
N 1.91540 -2.17642 0.03686
C 2.48840 -3.44662 -0.34194
C 1.93440 -1.89712 1.45566
N 2.05450 -0.16012 -1.72934
C 1.53940 1.09568 -2.23734
C 3.39810 -0.50572 -2.13274
H 1.18740 -3.46572 -3.44834
H 1.41430 -1.72832 -3.72264
H -0.13360 -2.48292 -4.11674
H -0.41880 -4.10102 -1.55274
H -1.68540 -3.02492 -2.17524
H -1.03750 -2.76362 -0.55344
H 2.47430 -3.55772 -1.42494
H 1.93040 -4.27962 0.10306
H 3.52620 -3.50562 0.00616
H 1.46210 -0.92992 1.62706
H 2.96740 -1.86752 1.81306
H 1.38410 -2.66482 2.00756
H 0.66090 1.39638 -1.64184
H 1.25220 1.02508 -3.29084
H 2.30260 1.86678 -2.12954
H 3.69550 -1.43582 -1.65474
H 4.08910 0.27798 -1.81024
H 3.48640 -0.61982 -3.21914
```

Record 5
This record from OMol25 describes a structure of composition C14H26MgN4O6 in a non-equilibrium geometry. The level of theory is ωB97M-V with the def2-TZVPD basis set.

Its LUMO energy is -1.213 eV. As for the net charge: 0. The calculation puts the gap between HOMO and LUMO at 5.07 eV. The highest occupied orbital energy comes out at -0.231 Ha. The calculation puts the energy above the lowest of the compared OMol25 structures with the same formula, charge and spin at 173.1 kcal/mol. The calculation puts the largest force on an atom at 12.21 eV/Å.

```
51
C14H26MgN4O6 (ωB97M-V with the def2-TZVPD basis set)
Mg -1.85257 0.16572 -0.21781
C -3.68160 2.52073 -1.13265
O -4.15457 1.40540 -1.02703
O -3.28506 2.50340 0.04351
O -2.64540 2.26828 -1.73673
C -0.84537 -3.08337 4.61010
C -2.13382 -2.45005 4.05286
O -2.16603 -2.04684 2.91619
N -3.21781 -2.36172 4.77437
C -3.40719 -2.94084 6.11288
H -0.55846 -3.76145 3.80636
H -0.91198 -3.60404 5.56539
H -0.01736 -2.39299 4.77095
H -4.04987 -1.98330 4.34476
H -4.47141 -2.93005 6.34827
H -2.87046 -2.53355 6.96970
H -3.20690 -3.99522 5.92247
C -0.13720 -4.67803 -2.85252
C -1.27115 -3.68206 -3.17869
O -1.35801 -2.62046 -2.61081
N -2.19705 -4.12773 -4.03382
C -3.33821 -3.36362 -4.62821
H 0.75289 -4.06923 -2.69372
H -0.05006 -5.40705 -3.65813
H -0.33381 -5.19213 -1.91170
H -2.18679 -5.11683 -4.23797
H -3.61038 -3.80374 -5.58755
H -3.00863 -2.37158 -4.93695
H -4.20968 -3.27350 -3.97975
C 3.28885 1.24928 2.05880
C 2.86814 0.85726 0.70779
O 1.69466 0.59789 0.51037
N 3.79773 0.91572 -0.22684
C 3.42624 0.58668 -1.62841
H 2.44688 1.05855 2.72424
H 3.52913 2.30780 2.15835
H 4.07518 0.55127 2.34613
H 4.74358 0.88392 0.12596
H 4.21530 1.12066 -2.15789
H 2.39250 0.78903 -1.90862
H 3.52931 -0.48960 -1.76664
N 1.61926 5.44934 -1.25033
C 2.31782 5.59965 -2.42901
C 3.16274 6.69093 -2.32651
C 3.04996 7.15067 -0.98751
C 2.10566 6.37609 -0.36923
H 0.95390 4.70810 -1.08309
H 2.07553 4.98930 -3.28643
H 3.81655 7.00602 -3.12630
H 3.56160 7.98847 -0.53727
H 1.75342 6.53882 0.63867
```